{
  "formula": "C36H68Cl2F12N8O9P2",
  "method": "ωB97M-V/def2-TZVPD",
  "lumo_ev": -0.85,
  "e_tot_ha": -5328.34423,
  "smiles": "CCOCCO[C@@](OCC(F)(F)C(F)(F)C(F)(F)F)([C@H](CC(=O)N(C)C)O[C@@H]([C@H](Cl)[C@H](C)Cl)N(C(C)=O)C(C)=O)C(F)(F)C(F)(F)F.CN(C)P(=O)(N(C)C)N(C)C.CN(C)P(=O)(N(C)C)N(C)C",
  "elements": ["C", "C", "O", "C", "C", "O", "C", "O", "C", "C", "F", "F", "C", "F", "F", "C", "F", "F", "F", "C", "C", "C", "O", "N", "C", "C", "O", "C", "C", "Cl", "C", "C", "Cl", "N", "C", "C", "O", "C", "C", "O", "C", "F", "F", "C", "F", "F", "F", "H", "H", "H", "H", "H", "H", "H", "H", "H", "H", "H", "H", "H", "H", "H", "H", "H", "H", "H", "H", "H", "H", "H", "H", "H", "H", "H", "H", "H", "H", "H", "H", "O", "P", "N", "C", "C", "N", "C", "C", "N", "C", "C", "H", "H", "H", "H", "H", "H", "H", "H", "H", "H", "H", "H", "H", "H", "H", "H", "H", "H", "O", "P", "N", "C", "C", "N", "C", "C", "N", "C", "C", "H", "H", "H", "H", "H", "H", "H", "H", "H", "H", "H", "H", "H", "H", "H", "H", "H", "H"],
  "positions_angstrom": [[0.277, -2.954, -3.832], [-0.131, -4.305, -2.964], [1.148, -4.969, -2.620], [1.285, -5.079, -1.160], [1.479, -3.596, -0.405], [2.534, -3.804, 0.588], [3.092, -2.499, 1.084], [2.005, -1.528, 0.941], [2.430, -0.137, 1.098], [1.090, 0.850, 0.930], [-0.181, 0.149, 1.282], [0.988, 1.131, -0.551], [1.269, 2.314, 1.650], [2.001, 3.309, 0.785], [1.989, 2.292, 2.945], [-0.212, 3.023, 1.962], [-1.145, 2.925, 0.814], [0.039, 4.445, 2.403], [-0.721, 2.328, 3.203], [3.283, -2.784, 2.720], [4.553, -3.750, 3.078], [4.346, -5.341, 2.757], [5.482, -6.079, 2.619], [3.037, -6.077, 2.590], [2.853, -6.885, 3.859], [3.301, -7.064, 1.434], [1.973, -3.264, 3.183], [1.860, -3.305, 4.646], [1.648, -1.825, 5.359], [1.013, -0.510, 4.219], [3.101, -1.287, 5.991], [2.853, -0.945, 7.609], [3.602, 0.341, 5.220], [0.645, -4.209, 4.942], [-0.657, -3.493, 4.669], [-1.242, -3.430, 3.109], [-1.409, -2.868, 5.592], [0.721, -4.801, 6.329], [-0.089, -6.248, 6.548], [1.396, -4.320, 7.375], [4.441, -2.249, 0.248], [4.039, -1.732, -1.115], [5.055, -3.599, -0.044], [5.602, -1.298, 0.803], [5.874, -0.245, -0.248], [6.883, -2.098, 0.854], [5.402, -0.570, 2.061], [-0.631, -2.679, -4.519], [1.239, -3.187, -4.482], [0.487, -2.035, -3.136], [-0.764, -3.980, -2.035], [-0.706, -5.051, -3.688], [0.276, -5.572, -0.755], [2.148, -5.781, -0.796], [1.750, -2.858, -1.282], [0.402, -3.380, 0.065], [3.192, 0.249, 0.284], [2.917, 0.043, 2.147], [3.474, -1.750, 3.255], [5.577, -3.431, 2.601], [4.714, -3.667, 4.258], [1.849, -6.531, 4.371], [3.706, -6.718, 4.650], [2.757, -8.030, 3.603], [3.929, -7.996, 1.761], [3.877, -6.450, 0.591], [2.255, -7.459, 1.081], [2.758, -3.809, 5.206], [0.915, -1.858, 6.293], [3.928, -2.114, 5.925], [2.395, 0.150, 7.728], [3.853, -0.987, 8.229], [2.102, -1.706, 8.118], [-2.416, -3.426, 3.066], [-0.835, -2.477, 2.520], [-0.858, -4.376, 2.504], [0.126, -6.990, 5.638], [-1.265, -6.060, 6.508], [0.265, -6.776, 7.531], [-2.757, -1.255, -4.334], [-3.619, -0.113, -4.925], [-3.031, 1.038, -3.820], [-3.405, 1.120, -2.423], [-1.608, 1.351, -3.977], [-5.105, -0.798, -4.477], [-6.086, -0.241, -3.555], [-5.177, -2.263, -4.403], [-4.610, 1.201, -5.604], [-4.673, 1.047, -7.063], [-4.511, 2.623, -5.292], [-3.042, 2.061, -1.984], [-3.018, 0.288, -1.832], [-4.485, 1.187, -2.296], [-1.419, 1.711, -4.995], [-0.974, 0.475, -3.802], [-1.278, 2.148, -3.302], [-5.830, -0.460, -2.514], [-7.081, -0.662, -3.743], [-6.207, 0.839, -3.670], [-4.753, -2.632, -3.464], [-4.634, -2.720, -5.242], [-6.212, -2.629, -4.481], [-3.721, 1.326, -7.525], [-5.479, 1.654, -7.497], [-4.887, 0.004, -7.331], [-3.529, 3.036, -5.547], [-4.731, 2.825, -4.239], [-5.264, 3.198, -5.846], [-2.226, 5.923, -3.356], [-1.342, 7.036, -2.741], [-0.376, 5.932, -1.881], [-0.782, 5.225, -0.684], [0.438, 5.058, -2.729], [-2.588, 7.723, -1.817], [-2.654, 7.815, -0.364], [-3.956, 7.610, -2.339], [-0.327, 8.315, -2.033], [-0.121, 9.371, -3.034], [0.915, 8.135, -1.288], [0.084, 4.731, -0.219], [-1.548, 4.472, -0.877], [-1.126, 5.906, 0.093], [1.085, 5.664, -3.373], [-0.178, 4.418, -3.370], [1.103, 4.411, -2.146], [-3.026, 6.887, 0.082], [-3.332, 8.620, -0.055], [-1.692, 8.064, 0.087], [-4.378, 6.623, -2.128], [-3.970, 7.778, -3.425], [-4.625, 8.371, -1.908], [0.576, 9.040, -3.810], [0.258, 10.293, -2.572], [-1.071, 9.630, -3.519], [1.692, 7.649, -1.888], [0.757, 7.568, -0.365], [1.313, 9.101, -0.954]],
  "atomic_forces_ev_per_a": [[-0.434, -0.392, -0.089], [0.492, 0.936, -1.643], [-0.965, 0.447, 2.444], [-0.892, -0.151, 1.142], [-1.580, -1.728, -2.013], [0.032, 3.525, -0.266], [-2.320, -2.358, 1.480], [2.720, 0.966, -0.153], [-0.153, 1.244, 0.480], [-0.066, -1.752, -2.414], [3.980, 2.616, -0.775], [-0.011, -0.558, 4.296], [0.282, 2.700, 0.719], [-2.105, -3.553, 2.548], [-2.164, -0.280, -4.258], [-0.520, 0.645, 1.957], [3.270, 0.302, 4.732], [-1.269, -4.900, -1.927], [1.181, 2.367, -4.597], [0.816, 1.084, -0.016], [-0.661, -0.799, 0.923], [5.565, -3.699, -0.912], [-6.472, 4.939, 0.901], [2.832, -0.400, 0.085], [-1.142, -0.181, 1.486], [-0.090, 0.005, -0.727], [1.683, 0.178, 1.648], [-0.607, 0.433, 0.384], [1.116, 0.437, 0.986], [-0.333, -1.773, 0.755], [-1.092, -0.096, 2.016], [-0.126, 0.302, 0.293], [0.527, -1.747, 0.674], [-0.274, 1.397, 1.779], [-4.653, 3.240, 2.121], [0.991, -0.641, -0.500], [5.096, -4.331, -4.908], [1.460, 0.370, 4.790], [-0.075, 0.251, -1.221], [-3.406, -2.328, -6.782], [-0.289, -1.919, -3.343], [1.212, -1.443, 4.182], [-1.791, 4.411, 1.144], [4.086, 2.147, -1.190], [-0.936, -3.320, 3.824], [-4.423, 2.983, 0.419], [0.531, -2.835, -4.151], [1.771, -0.376, 1.292], [-2.097, 0.436, 1.411], [-0.336, -1.810, -1.256], [1.165, -0.916, -1.707], [1.002, 1.616, 1.750], [2.097, 1.018, -0.681], [-1.431, 1.411, -1.326], [-0.433, -1.265, 2.096], [2.695, 0.049, -0.697], [-1.668, -0.918, 1.329], [-1.152, -0.271, -1.806], [-0.178, -1.872, -1.189], [-2.158, -0.647, 0.795], [-0.271, -0.288, -2.522], [1.981, -0.813, -1.050], [-1.512, -0.500, -1.650], [0.299, 2.311, 0.603], [-0.955, 1.911, -0.599], [-1.481, -1.638, 1.707], [1.975, 0.929, 0.517], [-1.631, 0.865, -1.268], [1.424, -0.252, -2.383], [-1.424, 1.873, -0.252], [1.017, -2.482, -0.427], [-1.914, 0.133, -1.455], [1.597, 1.385, -1.297], [2.444, 0.109, 0.597], [-0.739, -1.971, 1.614], [-0.694, 1.988, 1.396], [-0.321, 1.813, 1.921], [2.606, -0.250, 0.345], [-0.795, 1.435, -1.861], [0.852, -0.117, -3.727], [-2.246, 0.141, 6.918], [1.113, 1.999, 1.066], [-0.369, -0.027, 0.105], [-0.109, -0.156, -0.381], [-1.074, -1.578, -0.206], [-0.393, 0.557, -0.631], [0.355, -0.148, -0.318], [1.153, 0.007, -2.782], [-0.773, -0.141, -0.424], [0.452, 0.420, 0.396], [0.233, -0.205, -0.257], [-0.003, -0.137, 0.235], [0.032, -0.262, -0.079], [0.074, -0.080, -0.103], [0.044, -0.015, -0.013], [-0.355, -0.059, -0.025], [0.056, -0.067, 0.028], [0.167, -0.102, -0.072], [0.251, -0.074, -0.011], [0.075, -0.147, 0.016], [-0.028, 0.159, 0.442], [0.127, 0.449, 0.075], [-0.144, 0.130, -0.187], [0.233, -0.063, 0.143], [0.098, 0.038, 0.157], [-0.126, 0.168, 0.143], [0.342, -0.254, -0.138], [0.031, -0.427, -0.319], [1.181, 2.000, -3.048], [-2.495, -3.270, 6.050], [1.975, -1.351, 0.875], [-0.175, 0.268, 0.121], [-0.102, 0.344, -0.233], [-1.716, 0.784, -0.154], [0.525, 0.763, 0.063], [0.057, -0.045, -0.500], [1.146, 1.132, -2.542], [-0.282, 0.838, 0.137], [0.389, -0.537, 0.163], [-0.075, 0.111, -0.527], [-0.138, -0.071, 0.043], [-0.212, 0.006, -0.161], [-0.031, 0.011, -0.164], [0.022, -0.009, -0.044], [-0.171, 0.235, 0.180], [-0.047, -0.064, -0.044], [-0.013, -0.080, -0.194], [0.022, -0.173, -0.187], [-0.107, -0.072, -0.097], [0.024, -0.279, 0.380], [0.434, -0.110, 0.162], [0.115, 0.243, 0.012], [-0.016, -0.266, -0.078], [0.035, -0.178, 0.066], [0.076, 0.003, 0.200], [-0.099, -0.160, -0.395], [-0.294, 0.168, -0.408]]
}